This record from the OMol25 dataset describes a single C4H9NO molecule. The level of theory is ωB97M-V with the def2-TZVPD basis set.

Structure (ORCA input):
```
! wB97M-V def2-TZVPD RIJCOSX def2/J DEFGRID3
* xyz 0 1
C -1.905 -0.069 -0.147
C -0.598 0.716 -0.064
O -0.361 1.175 1.249
C 0.559 -0.147 -0.542
C 1.938 0.043 -0.051
N 1.100 -1.033 0.487
H -2.736 0.533 0.231
H -2.125 -0.363 -1.179
H -1.830 -0.978 0.462
H -0.663 1.611 -0.694
H -0.093 0.386 1.750
H 0.445 -0.554 -1.547
H 2.151 0.837 0.660
H 2.755 -0.220 -0.719
H 1.364 -1.935 0.104
*
```

## Properties
E_HOMO in eV: -9.732
Frontier orbital gap in eV: 10.767
Energy relative to the best compared isomer or geometry (same formula, charge and spin) in kJ/mol: 176.4